Here is C37H34Br2ClNO8SeTc as an isolated structure in a non-equilibrium geometry from the OMol25 dataset. Energies are from wB97M-V/def2-TZVPD.

The calculation puts the total energy at -276930.4833 eV. The frontier orbital gap (alpha / beta) is 7.470 / 4.638 eV. Its spin multiplicity is 4. The calculation puts the energy above the lowest of the compared OMol25 structures with the same formula, charge and spin at 0.000 eV. As for the maximum force: 4.4 eV/Å. The expectation value of S² is 3.779.

Structure (XYZ):
```
85
Properties=species:S:1:pos:R:3:forces:R:3
Tc 7.43576 11.87971 10.33349 -1.85 3.37 -2.18
C 12.09417 12.00834 13.91360 -0.60 -1.18 1.07
C 11.42349 13.23093 13.30519 0.55 -0.31 -1.07
C 12.01076 14.49979 13.85002 2.55 -0.37 0.21
O 11.49174 13.15546 11.83506 -0.77 -0.07 0.73
C 10.13364 12.96615 11.31491 1.66 0.61 -1.26
C 9.27486 12.71804 12.55267 -0.31 -0.32 1.60
O 10.10555 13.33305 13.59450 -3.13 -1.41 -0.59
C 7.83792 13.37129 12.79641 -0.09 -0.12 0.43
O 6.84332 12.76530 11.93582 1.27 -1.24 0.00
C 7.74007 14.89114 12.59370 1.40 0.50 -0.02
C 6.67540 15.39671 11.84963 0.70 0.13 0.86
C 6.80412 16.69978 11.37532 -1.30 0.43 -0.23
C 7.93065 17.50106 11.54636 0.75 -0.26 -1.67
C 8.97678 17.00339 12.30976 -1.21 -0.81 1.40
C 8.77572 15.79933 13.00022 0.64 -1.10 -0.33
C 7.54581 12.95778 14.24419 0.12 1.08 0.48
C 7.37749 13.94257 15.21814 -0.47 0.76 -1.38
C 7.10020 13.66823 16.53182 0.64 0.48 1.10
C 7.18616 12.37406 16.98246 -0.46 -1.13 -0.40
C 7.31339 11.36238 16.00456 0.07 0.31 0.81
C 7.52285 11.64843 14.66387 -0.66 -1.41 -0.92
C 10.22387 11.90138 10.10723 1.08 -0.69 0.50
O 9.05537 10.98432 10.13811 0.47 1.09 -0.06
C 11.44282 10.90822 10.32843 0.20 -0.13 -1.17
C 11.30363 9.62782 10.88089 -0.87 0.66 0.63
C 12.40740 8.79536 11.07831 0.31 -0.09 0.48
C 13.60235 9.07214 10.45026 -0.23 1.27 -0.23
C 13.73131 10.27556 9.74092 -0.27 -0.25 -0.34
C 12.70781 11.19536 9.74895 -0.92 0.01 0.56
C 10.31710 12.61672 8.66083 -0.61 0.11 3.73
C 10.21736 11.76816 7.63097 0.15 -2.26 -1.71
C 10.03610 12.21859 6.33436 -0.26 0.23 0.15
C 10.00670 13.56442 6.08124 0.10 -0.80 0.04
C 10.04837 14.41346 7.16029 0.56 2.86 -1.78
C 10.23567 13.98007 8.44047 -0.13 1.09 1.10
H 13.11419 11.86382 13.59911 0.60 0.58 0.03
H 11.68002 11.00674 13.65190 -0.47 0.93 -0.07
H 12.01178 12.09722 15.03332 0.32 -0.09 -1.05
H 13.07407 14.38550 13.59762 0.03 0.61 -0.14
H 12.05880 14.53054 14.95402 -0.66 -0.10 -0.49
H 11.63238 15.41757 13.42618 -0.25 0.01 -0.15
H 9.92944 13.94082 10.83308 -0.62 -0.47 0.53
H 9.04664 11.61346 12.79408 0.94 1.36 -0.61
H 5.77778 14.76658 11.80158 0.44 0.54 -0.69
H 5.93759 17.09810 10.85104 0.25 0.08 -0.14
H 8.15827 18.35458 10.86277 -0.99 -0.66 1.19
H 9.88768 17.52584 12.51770 0.24 0.51 -0.08
H 9.51798 15.50746 13.78993 -0.89 0.11 -1.21
H 7.39814 14.97054 14.86296 -0.13 -0.15 0.38
H 6.91979 14.46671 17.25687 0.11 -0.11 -0.38
H 7.07863 12.14412 18.05632 -0.05 -0.03 -0.78
H 7.19364 10.34810 16.32578 0.23 -0.50 0.04
H 7.55304 10.82874 13.87970 -0.02 0.87 1.26
H 10.32173 9.27384 11.22672 0.48 0.38 0.00
H 12.38517 7.99747 11.83419 -0.38 0.00 -0.80
H 14.45056 8.44932 10.54960 0.64 -0.74 0.10
H 14.56519 10.51701 9.08199 0.22 -0.25 0.58
H 12.90779 12.14460 9.28970 -0.25 0.34 -0.24
H 10.36006 10.71169 7.85400 -0.43 0.02 -0.23
H 9.76832 11.66001 5.47163 0.42 -1.35 -0.26
H 10.02131 13.79501 5.02573 -0.43 0.89 0.14
H 10.01283 15.50285 6.88552 0.04 -1.01 0.82
H 10.30392 14.77786 9.21324 -0.10 -0.96 -0.46
Br 6.56668 12.88399 3.77686 -0.74 0.18 0.49
C 4.69858 12.80862 4.41629 0.78 0.92 0.33
Br 3.98335 14.53771 5.19791 0.76 -1.66 -0.56
H 4.63966 11.95577 5.08425 -0.08 0.49 0.40
H 4.15432 12.61901 3.52922 -0.69 0.06 -0.63
O 11.05672 20.91045 9.18337 -0.65 -0.03 0.26
Cl 10.13084 19.81102 9.01093 1.51 -1.55 0.53
O 10.45600 19.04129 7.82044 -0.66 0.35 0.33
O 9.99233 18.93525 10.19898 0.28 1.46 -1.38
O 7.07469 13.02030 9.08618 0.98 -2.00 2.08
Se 5.69119 10.31496 9.69637 -0.30 0.23 0.34
C 6.52387 8.60951 9.63808 -0.08 -0.64 -0.03
C 6.43631 7.68774 10.68631 1.25 0.05 -1.39
C 7.05956 6.44590 10.47315 -0.92 -0.57 0.70
N 7.67442 6.09581 9.35532 0.64 0.63 -0.95
C 7.75474 7.00246 8.33468 -1.01 -0.80 1.13
C 7.10569 8.23102 8.42369 0.77 -1.10 0.72
H 5.98055 7.94211 11.61185 -0.36 0.09 0.57
H 6.93482 5.64147 11.25274 0.38 0.91 -0.83
H 8.23982 6.66666 7.40393 -0.19 0.21 0.63
H 7.08933 8.83613 7.55843 -0.02 0.90 -0.57
```
Forces are in eV/Å.

---

Here is the molecule C3H5NO2 from the OMol25 dataset. Energies are from wB97M-V/def2-TZVPD.

The calculation puts the total energy at -8774.3432 eV. The frontier orbital gap is 9.069 eV. The calculation puts the energy above the lowest of the compared OMol25 structures with the same formula, charge and spin at 3.352 eV. As for the maximum force: 0.5 eV/Å.

Structure (XYZ):
```
11
Properties=species:S:1:pos:R:3:forces:R:3
N -1.44950 0.95737 0.70536 -0.07 -0.04 0.04
C -0.93553 -0.29349 0.49499 -0.17 -0.01 -0.04
O -1.49480 -1.19721 -0.10434 0.32 0.29 0.29
C 0.38121 -0.41551 1.22954 0.30 0.04 -0.23
C 1.37532 -0.32225 -0.96293 -0.03 -0.05 -0.26
O 1.43392 -0.32044 0.49114 -0.19 -0.22 0.32
H -0.98532 1.50808 1.41413 -0.18 -0.02 -0.01
H -2.44784 1.08337 0.62615 0.06 -0.01 -0.15
H 0.95779 -1.28195 -1.26256 0.06 0.13 -0.13
H 2.40729 -0.21630 -1.29445 -0.17 0.00 0.01
H 0.75748 0.49833 -1.33703 0.07 -0.10 0.17
```
Forces are in eV/Å.

---

Here is C52H55N5O2Ru as an isolated structure from the OMol25 dataset. Energies are from wB97M-V/def2-TZVPD.

The charge is -1. The calculation puts the total energy at -68946.5917 eV. The frontier orbital gap (alpha / beta) is 4.469 / 4.953 eV. Its spin multiplicity is 6. As for the maximum force: 0.8 eV/Å. The expectation value of S² is 8.861.

Structure (XYZ):
```
115
Properties=species:S:1:pos:R:3:forces:R:3
Ru 0.08173 0.16381 0.11254 -0.42 0.33 -0.22
C 1.54052 2.10656 -6.14895 0.00 0.16 0.07
C 1.03630 2.92356 -4.95303 -0.03 -0.22 -0.09
C 0.22639 2.10154 -4.00162 0.19 0.01 0.20
C -1.14183 1.96556 -3.93812 -0.12 -0.13 0.18
C -2.17604 2.58001 -4.82554 0.05 -0.17 -0.04
C -2.68071 1.60808 -5.89874 -0.02 0.13 0.04
C -1.40481 1.08807 -2.83640 0.27 0.31 -0.45
N -0.25120 0.70276 -2.24902 0.03 -0.24 0.55
C 0.75459 1.29405 -2.94819 -0.26 0.24 -0.41
C 2.11503 1.08247 -2.68932 0.15 -0.17 0.36
C 2.64133 0.27174 -1.71315 -0.07 0.19 -0.43
C 4.05672 0.03057 -1.53645 0.12 -0.13 0.35
C 5.14662 0.72234 -2.29249 -0.06 -0.16 -0.12
C 5.45285 0.06301 -3.64102 0.00 0.10 0.08
C 4.18514 -0.88165 -0.53792 0.14 0.17 -0.36
C 2.84719 -1.19083 -0.07423 0.01 -0.32 0.35
C 2.55542 -2.08282 0.93101 0.17 0.31 -0.29
C 1.27576 -2.37922 1.44280 -0.18 -0.45 0.35
N 0.12221 -1.83643 0.95938 -0.04 0.32 -0.15
C -0.90104 -2.35285 1.69613 0.22 -0.38 0.34
C -2.26781 -2.12555 1.44287 -0.19 0.23 -0.21
C -2.79699 -1.39106 0.40704 -0.03 -0.21 0.16
N -2.08338 -0.68434 -0.50767 0.58 -0.05 0.08
C -2.98747 -0.11762 -1.35145 -0.08 0.19 -0.34
C -2.69179 0.69227 -2.42062 -0.14 -0.22 0.37
C -4.34422 -0.50029 -0.97054 -0.07 -0.09 0.33
C -4.22496 -1.28784 0.12423 -0.22 0.23 -0.19
C -5.30590 -1.99125 0.87990 0.10 -0.13 -0.12
C -5.41561 -3.46160 0.45472 -0.04 0.10 0.11
C -5.58567 -0.10806 -1.70541 0.09 -0.15 -0.07
C -5.82451 -0.99906 -2.93013 -0.06 0.12 0.06
C -0.38655 -3.23708 2.68540 -0.15 0.22 -0.07
C 0.98668 -3.26660 2.51443 0.13 0.11 -0.24
C 1.97714 -4.05015 3.31989 -0.07 0.20 0.05
C 2.46226 -3.27526 4.55069 0.02 -0.14 -0.07
C -1.19826 -4.01351 3.67561 0.00 -0.12 -0.23
C -1.72130 -5.33012 3.08817 0.01 0.07 0.14
N 1.92734 -0.45697 -0.78933 -0.51 0.11 0.34
C 5.45892 -1.41362 0.03953 -0.07 0.14 0.12
C 5.92070 -0.58774 1.24668 0.00 -0.11 -0.07
H 2.15116 2.72049 -6.81512 0.02 -0.03 -0.05
H 0.69710 1.71218 -6.71658 0.00 -0.04 -0.03
H 2.13878 1.26149 -5.80688 0.01 -0.04 -0.02
H 0.42950 3.75544 -5.31973 0.05 0.06 0.04
H 1.88833 3.35683 -4.42162 -0.02 0.08 -0.03
H -1.75424 3.46215 -5.31402 -0.06 0.06 0.04
H -3.02408 2.91965 -4.22327 0.01 0.08 -0.01
H -1.86420 1.31248 -6.55796 0.02 -0.03 -0.03
H -3.46784 2.06524 -6.50270 -0.02 -0.03 -0.05
H -3.07718 0.70279 -5.43866 -0.02 -0.04 0.00
H 2.81732 1.59876 -3.33155 0.05 0.01 0.01
H 6.05286 0.72913 -1.68207 0.00 0.07 0.00
H 4.85745 1.76380 -2.45429 0.06 0.03 0.05
H 5.78889 -0.96365 -3.49290 -0.01 -0.04 -0.04
H 6.23322 0.61164 -4.17134 0.02 -0.02 -0.04
H 4.56067 0.04166 -4.26659 -0.01 -0.04 -0.03
H 3.39206 -2.60308 1.38203 0.02 0.02 0.01
H -2.96698 -2.61914 2.10582 -0.02 0.01 0.01
H -3.52473 1.07069 -2.99914 -0.04 0.01 0.00
H -6.26118 -1.49253 0.70131 0.01 0.02 0.06
H -5.10585 -1.93204 1.95248 -0.04 0.02 0.01
H -5.67906 -3.52857 -0.60115 0.00 -0.04 -0.02
H -6.17511 -3.98780 1.03652 0.00 -0.03 -0.01
H -4.45921 -3.96609 0.59260 0.00 -0.05 -0.01
H -5.51117 0.93416 -2.02504 -0.04 0.02 0.04
H -6.44530 -0.17694 -1.03508 0.00 0.05 0.00
H -4.97601 -0.94064 -3.61178 0.01 -0.04 -0.03
H -6.72476 -0.69587 -3.46831 -0.01 -0.01 -0.03
H -5.93898 -2.03827 -2.62176 0.01 -0.04 -0.03
H 2.83616 -4.31491 2.69792 -0.01 -0.09 0.02
H 1.51543 -4.98619 3.64707 0.06 -0.04 -0.04
H 2.98170 -2.36591 4.24755 0.01 0.04 0.01
H 3.14195 -3.88013 5.15517 0.03 0.02 0.04
H 1.61466 -2.98072 5.17008 -0.01 0.04 0.03
H -2.04332 -3.40853 4.01424 0.02 0.00 0.07
H -0.58909 -4.23262 4.55659 -0.03 0.05 0.04
H -2.34505 -5.13394 2.21582 -0.01 -0.02 -0.04
H -2.31135 -5.88300 3.82266 -0.03 -0.04 -0.02
H -0.88970 -5.95990 2.76963 0.01 -0.02 -0.03
H 6.23795 -1.39926 -0.72620 0.00 -0.06 0.00
H 5.32829 -2.45382 0.34632 0.04 -0.04 -0.07
H 6.02979 0.46151 0.97007 0.02 0.03 0.01
H 6.87682 -0.95017 1.62896 0.01 0.02 0.04
H 5.18390 -0.64461 2.04876 -0.01 0.02 0.04
O -2.30294 1.72181 3.31704 0.06 -0.01 -0.13
C -1.37700 1.30542 2.63144 0.16 0.14 0.45
O -1.42827 1.01150 1.39357 0.31 -0.42 -0.57
C -0.02059 1.12604 3.30378 -0.09 0.03 -0.06
C 0.21064 1.69682 4.54997 -0.03 -0.04 0.08
C 1.45391 1.54343 5.13332 -0.05 -0.02 -0.13
C 2.41671 0.81251 4.45137 0.04 0.02 0.10
C 2.09731 0.28659 3.21222 0.05 -0.07 0.09
N 0.90688 0.44369 2.64239 0.04 0.16 -0.02
H -0.59459 2.23987 5.02263 -0.02 0.00 -0.02
H 1.67351 1.98944 6.09487 0.00 -0.02 0.03
H 3.39782 0.65064 4.87778 0.04 0.00 -0.05
H 2.82328 -0.28685 2.64833 0.01 -0.01 -0.03
C -0.96465 5.44631 -1.66367 0.11 0.14 -0.05
C -1.72759 4.33779 -1.25909 -0.08 -0.12 0.04
C -1.12611 3.25096 -0.68791 -0.08 0.00 -0.09
C 0.27424 3.21799 -0.47466 -0.07 0.13 0.05
C 0.93405 2.07416 0.06840 0.25 -0.18 -0.02
C 2.25449 2.20743 0.42809 -0.15 -0.10 0.04
C 2.98813 3.38193 0.16971 0.01 0.16 -0.05
C 2.40270 4.43195 -0.47505 0.15 -0.01 0.05
C 1.02777 4.38275 -0.79759 -0.14 -0.21 0.04
C 0.38067 5.47063 -1.42618 -0.05 0.10 -0.01
H -1.44863 6.28551 -2.14905 0.01 0.02 0.02
H -2.80123 4.35038 -1.40272 -0.01 -0.06 -0.01
H -1.71804 2.40776 -0.35889 -0.03 0.06 -0.05
H 2.78691 1.38214 0.88506 -0.01 -0.06 -0.10
H 4.03658 3.41841 0.44440 0.00 0.02 0.02
H 2.97096 5.32074 -0.72713 0.00 0.01 0.00
H 0.97622 6.33479 -1.70042 -0.01 0.02 -0.01
```
Forces are in eV/Å.